No. 1
A cluster of 2 separate species, C2H5O3 in total at a distorted geometry, computed with ωB97M-V/def2-TZVPD.

```
! wB97M-V def2-TZVPD RIJCOSX def2/J DEFGRID3
* xyz -1 1
O -0.43388 -1.10084 -0.46025
O 1.78253 0.18545 -0.30542
O 0.94203 1.28025 1.47147
C 1.67055 0.45014 0.93514
C -1.45088 -0.18557 -0.67148
H 0.42747 -0.65277 -0.29774
H 2.29426 -0.23738 1.55961
H -1.72613 -0.15228 -1.73831
H -2.36149 -0.40866 -0.10066
H -1.14446 0.82167 -0.39236
*
```

HOMO-LUMO gap in eV: 8.99
DFT total energy in eV: -8298.6899
Highest occupied orbital energy in eV: -4.567
Energy above the lowest of the compared OMol25 structures with the same formula, charge and spin in kcal/mol: 22.8

natural (NBO) atomic charge list, values in e, 6 entries: -0.78 -0.82 -0.74 0.62 -0.23 0.50



No. 2
An isolated molecule of C26H34N8O4 at a distorted geometry, computed with ωB97M-V/def2-TZVPD.

```
! wB97M-V def2-TZVPD RIJCOSX def2/J DEFGRID3
* xyz 0 1
O -1.22941 -0.37877 -2.41232
O 4.41203 -4.11471 -1.13883
O -2.43251 0.18774 1.76914
O 2.55021 2.79019 0.29991
N 0.78578 -0.20671 2.54606
N 1.87620 -0.85969 2.86567
N -6.31498 -1.61310 0.62491
N -2.08581 0.99992 -0.83355
N 2.86639 -0.23135 2.34703
N 1.87296 -2.94408 -0.62464
N 1.02105 0.85986 1.81170
N -1.26579 -1.43944 0.73152
C -1.70703 2.25773 -1.43835
C -5.39523 -2.26428 1.31460
C -2.15588 -1.39039 -0.43430
C -1.77727 -0.19144 -1.34174
C 3.14101 1.76476 0.95507
C -0.52725 -0.60950 2.94155
C 0.88758 -1.90316 -0.41251
C -4.04309 -2.21918 1.01970
C 2.34774 0.83357 1.69127
C -1.67525 3.61900 0.55314
C -1.49240 -0.59003 1.74770
C 3.52354 3.49118 -0.30705
C 2.49352 -2.86111 -1.93831
C 3.13924 4.67818 -1.11256
C 3.41149 -4.06829 -2.12754
C -0.75550 3.02601 -0.51844
C 4.50044 1.80464 0.76885
C 3.83276 -4.15821 0.14309
C 2.91791 -2.95914 0.38868
C -2.91719 3.19032 -1.52597
C -3.05238 3.78861 -0.11817
C -3.61568 -1.43500 -0.04683
C -5.91254 -0.88730 -0.40212
C -4.58517 -0.76517 -0.78331
C -0.15171 -2.36079 0.62548
C 4.74336 2.92599 -0.04893
H -0.53488 -3.33586 0.30743
H 2.47272 -3.04872 1.38025
H 3.08522 -1.93588 -2.04654
H -2.50389 1.04469 0.08922
H -3.33699 -2.77792 1.61555
H 3.51683 -2.03226 0.36119
H 2.50169 5.33875 -0.52742
H -1.27096 2.02419 -2.41251
H 2.80660 -4.98705 -2.08913
H 3.24719 -5.08372 0.25512
H 1.34644 -0.95118 -0.09894
H -3.81600 2.66190 -1.84022
H 0.38113 -1.71791 -1.36143
H -1.74868 2.93438 1.39763
H -4.31574 -0.16688 -1.63914
H 5.21163 1.11472 1.17289
H -3.34702 4.83602 -0.16911
H -2.70844 3.97191 -2.25666
H 4.65912 -4.16028 0.85521
H 3.92857 -4.01212 -3.08677
H -0.92819 0.11014 3.66376
H -1.28720 4.56451 0.92848
H 0.01467 2.38788 -0.08960
H 0.32270 -2.49570 1.59553
H -6.69444 -0.37636 -0.94842
H 1.71349 -2.87209 -2.70163
H -1.94572 -2.28943 -1.02636
H 5.69402 3.27026 -0.40095
H -0.45369 -1.59149 3.41282
H 2.58192 4.37051 -1.99713
H -0.27163 3.81744 -1.09102
H 4.02899 5.21634 -1.42412
H -5.76269 -2.85548 2.14312
H -3.81787 3.25984 0.44928
*
```

HOMO-LUMO gap in eV: 9.05
DFT total energy in eV: -47623.9774
Highest occupied orbital energy in eV: -8.493
Energy above the lowest of the compared OMol25 structures with the same formula, charge and spin in kcal/mol: 0.3

natural (NBO) atomic charge list, values in e, 6 entries: -0.64 -0.52 -0.63 -0.38 0.00 -0.04



What did the first record say?
A cluster of 2 separate species, C2H5O3 in total at a distorted geometry, computed with ωB97M-V/def2-TZVPD.

```
! wB97M-V def2-TZVPD RIJCOSX def2/J DEFGRID3
* xyz -1 1
O -0.43388 -1.10084 -0.46025
O 1.78253 0.18545 -0.30542
O 0.94203 1.28025 1.47147
C 1.67055 0.45014 0.93514
C -1.45088 -0.18557 -0.67148
H 0.42747 -0.65277 -0.29774
H 2.29426 -0.23738 1.55961
H -1.72613 -0.15228 -1.73831
H -2.36149 -0.40866 -0.10066
H -1.14446 0.82167 -0.39236
*
```

HOMO-LUMO gap in eV: 8.99
DFT total energy in eV: -8298.6899
Highest occupied orbital energy in eV: -4.567
Energy above the lowest of the compared OMol25 structures with the same formula, charge and spin in kcal/mol: 22.8

natural (NBO) atomic charge list, values in e, 6 entries: -0.78 -0.82 -0.74 0.62 -0.23 0.50



> What is the formula in the second record?

C26H34N8O4



Copy entry 1 word for word.
A cluster of 2 separate species, C2H5O3 in total at a distorted geometry, computed with ωB97M-V/def2-TZVPD.

```
! wB97M-V def2-TZVPD RIJCOSX def2/J DEFGRID3
* xyz -1 1
O -0.43388 -1.10084 -0.46025
O 1.78253 0.18545 -0.30542
O 0.94203 1.28025 1.47147
C 1.67055 0.45014 0.93514
C -1.45088 -0.18557 -0.67148
H 0.42747 -0.65277 -0.29774
H 2.29426 -0.23738 1.55961
H -1.72613 -0.15228 -1.73831
H -2.36149 -0.40866 -0.10066
H -1.14446 0.82167 -0.39236
*
```

HOMO-LUMO gap in eV: 8.99
DFT total energy in eV: -8298.6899
Highest occupied orbital energy in eV: -4.567
Energy above the lowest of the compared OMol25 structures with the same formula, charge and spin in kcal/mol: 22.8

natural (NBO) atomic charge list, values in e, 6 entries: -0.78 -0.82 -0.74 0.62 -0.23 0.50